This record from the Open Molecules 2025 dataset describes an isolated molecule of C4H2O2. The level of theory is ωB97M-V/def2-TZVPD.

Output
- E_LUMO (eV) = -0.7
- E_HOMO (Ha) = -0.3753
- orbital gap (eV) = 9.546
- total energy (eV) = -8272.1021

Last column: Löwdin charge in e.
Positions of all 8 atoms, in Å:
1 C -1.595 0.894 1.050  0.17
2 C -0.511 0.435 0.797  -0.02
3 C 0.696 -0.236 0.353  -0.38
4 O 1.615 -0.566 1.067  0.13
5 C 0.758 -0.545 -1.146  -0.17
6 O 0.796 0.334 -1.967  0.09
7 H -2.564 1.306 1.249  0.05
8 H 0.806 -1.622 -1.404  0.14